[1]
Entry from the OMol25 dataset: C19H13F3FeNO5S as an isolated structure (ωB97M-V/def2-TZVPD).

XYZ file:
```
43
Properties=species:S:1:pos:R:3:forces:R:3:mulliken_charge:R:1
Fe -0.6669 -1.2230 -0.4923 0.1 0.0 0.1 -0.518
C 3.3219 -1.8002 -1.6840 0.0 0.0 0.0 -0.820
C 3.9426 -2.0938 -0.4778 0.0 0.0 0.0 -0.403
C 3.1960 -2.1282 0.6856 0.0 0.0 0.0 -0.842
C 1.8378 -1.8581 0.6241 0.0 0.0 0.0 1.553
N 1.2496 -1.5767 -0.5533 0.0 0.1 0.0 0.189
C 1.9647 -1.5505 -1.6760 0.0 0.0 0.0 -0.190
C 0.8938 -1.8211 1.7414 0.1 0.0 0.0 0.134
C 1.1937 -2.0896 3.0702 0.0 0.0 0.1 -0.734
C 0.1899 -1.9911 4.0238 0.0 0.0 0.0 -0.709
C -1.0993 -1.6278 3.6509 0.0 0.0 0.0 -0.663
C -1.4009 -1.3634 2.3187 0.0 0.0 0.0 -0.225
C -0.3997 -1.4640 1.3705 -0.2 -0.1 -0.1 0.837
H 3.8736 -1.7643 -2.6116 0.0 0.0 0.0 0.399
H 5.0056 -2.2930 -0.4464 0.0 0.0 0.0 0.425
H 3.6595 -2.3495 1.6359 0.0 0.0 0.0 0.400
H 1.4202 -1.3206 -2.5833 0.0 0.0 0.0 0.458
H 2.1963 -2.3698 3.3685 0.0 0.0 0.0 0.374
H 0.4129 -2.1960 5.0624 0.0 0.0 0.0 0.392
H -1.8753 -1.5497 4.4016 0.0 0.0 0.0 0.409
H -2.4061 -1.0825 2.0306 0.0 0.0 0.0 0.524
O 1.2432 1.0617 0.5942 0.0 -0.1 0.0 -0.597
C 0.2319 1.4071 0.0210 -0.1 0.1 0.1 0.522
O -0.6766 0.5867 -0.4792 0.1 -0.1 0.1 -0.375
C -0.1147 2.8545 -0.1716 0.0 0.0 0.0 0.192
C 0.7768 3.8157 0.2921 0.0 0.0 0.0 -0.349
C 0.4907 5.1618 0.1333 0.0 0.0 0.0 -0.552
C -0.6882 5.5517 -0.4890 0.0 0.0 0.0 -0.387
C -1.5800 4.5942 -0.9517 0.0 0.0 0.0 -0.624
C -1.2952 3.2461 -0.7941 0.0 0.0 0.0 -0.318
H 1.6868 3.4866 0.7754 0.0 0.0 0.0 0.449
H 1.1853 5.9087 0.4953 0.0 0.0 0.0 0.387
H -0.9123 6.6036 -0.6123 0.0 0.0 0.0 0.381
H -2.4995 4.8984 -1.4349 0.0 0.0 0.0 0.398
H -1.9828 2.4907 -1.1481 0.0 0.0 0.0 0.397
F -2.9489 -1.8746 -4.3027 0.0 0.0 0.0 -0.217
C -3.0544 -1.2470 -3.1377 0.0 0.0 0.0 0.693
F -2.2440 -0.1890 -3.1377 0.0 0.0 0.0 -0.216
F -4.3052 -0.8382 -2.9696 0.0 0.0 0.0 -0.223
S -2.5861 -2.3805 -1.7637 0.0 0.0 0.0 1.324
O -1.1197 -2.5761 -1.9595 -0.1 0.0 0.1 -0.750
O -3.4237 -3.5184 -1.8621 0.0 0.0 0.0 -0.592
O -2.6931 -1.5304 -0.5570 0.0 0.1 -0.1 -0.532
```
Forces are in eV/Å.

Output
- multiplicity = 2
- HOMO-LUMO gap (spin up / spin down) (eV) = 8.399 / 8.694
- highest occupied orbital energy (spin up / spin down) (eV) = -9.013 / -9.097
- relative energy (zero: lowest compared OMol25 entry of this formula, charge and spin) (kJ/mol) = 0.00

[2]
Entry from the OMol25 dataset: H40O20Ti as an isolated structure in a non-equilibrium geometry (ωB97M-V/def2-TZVPD).

XYZ file:
```
61
Properties=species:S:1:pos:R:3:forces:R:3:mulliken_charge:R:1
Ti 0.3089 0.3211 0.1564 0.5 0.1 0.3 0.047
O 2.0092 0.6466 -1.6121 -0.4 -0.2 0.5 -0.142
H 1.5654 0.8974 -2.4223 -0.2 0.2 -0.7 0.190
H 2.9414 0.7166 -1.8175 0.2 -0.1 0.2 0.165
O -0.7015 1.7855 -1.8803 0.9 0.4 0.1 -0.404
H -1.4015 1.3879 -1.3623 -0.9 -0.1 0.4 0.221
H -0.8189 1.4249 -2.7592 0.0 -0.4 -0.5 0.314
O 1.1342 3.7243 -2.9457 0.6 0.1 0.1 -0.665
H 0.6209 3.8943 -3.7356 0.0 0.2 -0.2 0.301
H 0.5593 3.1919 -2.3959 -0.6 -0.3 0.3 0.309
O 0.5490 2.7743 0.9829 -0.9 -0.8 0.0 -0.120
H 0.6947 3.1089 1.8678 0.1 0.0 0.3 0.177
H 1.3768 2.9297 0.5282 0.9 0.4 -0.5 0.215
O -0.8246 0.5292 2.2647 1.0 0.0 -1.1 -0.424
H -1.1159 1.3721 2.6124 0.0 0.5 0.5 0.255
H -1.5093 -0.0872 2.5245 -0.5 -0.8 0.6 0.265
O -1.0287 4.9327 -0.0620 -0.5 0.3 0.0 -0.648
H -0.3084 5.3165 -0.5622 0.2 0.1 -0.1 0.307
H -0.6781 4.1051 0.2671 0.3 -0.4 0.1 0.332
O 2.6733 3.9868 -0.3866 -0.1 -0.1 0.4 -0.573
H 2.4595 3.8619 -1.3112 -0.3 0.1 -0.7 0.340
H 3.6299 4.0090 -0.3623 0.3 0.0 0.1 0.275
O -1.5854 -0.4156 -4.1478 0.1 0.2 -0.4 -0.646
H -1.1140 -0.9562 -3.5140 0.2 -0.1 0.6 0.235
H -2.4982 -0.4517 -3.8621 -0.3 0.1 0.0 0.305
O -3.0251 -2.4265 0.3873 0.0 0.6 0.2 -0.668
H -2.2937 -2.6740 -0.1785 0.2 -0.3 0.0 0.287
H -3.7281 -3.0307 0.1487 -0.3 -0.1 0.0 0.249
O 1.1722 -1.7240 1.0626 -0.6 0.7 -0.9 -0.168
H 1.5035 -1.7221 1.9606 0.0 -0.2 0.5 0.353
H 1.5172 -2.5314 0.6812 -0.1 -0.1 -0.3 0.034
O 2.1006 -2.6001 3.3738 -0.5 -1.2 0.0 -0.721
H 2.5739 -1.7682 3.3664 0.7 0.9 0.5 0.283
H 2.7430 -3.2443 3.0762 0.2 -0.3 0.1 0.331
O 1.2855 0.3534 -4.5975 0.3 0.1 0.4 -0.575
H 1.0787 0.7829 -5.4276 -0.1 0.2 -0.2 0.304
H 0.7218 -0.4200 -4.5804 -0.2 -0.1 -0.1 0.276
O -1.7944 2.6257 3.9035 0.1 -0.3 -0.3 -0.648
H -1.1183 3.1220 4.3649 0.2 0.2 0.3 0.309
H -2.1585 3.2459 3.2719 -0.3 0.4 -0.1 0.324
O 3.0732 -0.2690 3.6141 0.2 0.4 0.1 -0.584
H 2.4083 0.2962 4.0074 -0.4 0.1 0.1 0.270
H 3.7978 0.3213 3.4070 0.3 0.0 -0.2 0.295
O -0.4155 -1.3493 -1.5096 -0.2 1.5 0.0 0.012
H -1.0063 -2.1024 -1.5066 0.0 -0.4 0.1 0.226
H 0.4436 -1.7190 -1.7137 0.9 -0.3 0.0 0.182
O -1.7872 -3.5259 -1.8638 -0.2 -0.4 -0.1 -0.487
H -1.5484 -4.4409 -1.7161 0.2 -0.4 0.2 0.240
H -2.2608 -3.5327 -2.6956 -0.3 0.1 -0.4 0.253
O -0.4377 -3.8686 3.1430 -0.6 -0.2 -0.3 -0.591
H 0.3809 -3.3749 3.1901 0.4 0.4 0.2 0.385
H -0.1982 -4.7564 3.4091 0.0 -0.2 0.2 0.264
O 1.9366 -2.6814 -1.7795 -0.2 -0.1 -0.1 -0.538
H 1.7886 -3.4096 -2.3828 0.0 -0.3 -0.3 0.258
H 2.7333 -2.9203 -1.3057 0.4 0.2 0.1 0.235
O -2.8439 -1.1592 2.9366 -0.1 0.6 0.1 -0.636
H -2.9412 -1.9374 3.4855 0.2 -0.2 0.2 0.278
H -2.9357 -1.4843 2.0410 -0.2 -0.5 -0.5 0.345
O -2.4573 0.5024 -0.1988 0.0 0.3 -0.4 -0.538
H -2.6818 0.8608 0.6599 -0.1 0.3 0.3 0.266
H -2.5646 -0.4436 -0.0995 -0.2 -0.6 0.0 0.264
```
Forces are in eV/Å.

Output
- multiplicity = 4
- HOMO-LUMO gap (spin up / spin down) (eV) = 3.344 / 9.766
- highest occupied orbital energy (spin up / spin down) (eV) = -6.210 / -12.745
- charge = +1